Molecular formula: C28H57N2O8S6
Method: DFT, ωB97M-V with the def2-TZVPD basis set

The LUMO energy comes out at 2.006 eV. Its HOMO energy is -5.79 eV. The total energy is -4201.64803 a.u. The calculation puts the orbital gap at 7.79 eV.

```
! wB97M-V def2-TZVPD RIJCOSX def2/J DEFGRID3
* xyz -1 1
S -3.030 -3.021 -5.741
S 0.247 -0.169 -3.528
S -4.293 -0.726 -2.000
S 1.378 0.246 -1.030
S 2.761 6.221 2.500
S -6.079 -0.465 0.380
O -4.069 -3.813 -5.131
O 2.199 5.651 3.699
O 0.211 0.541 -4.783
O 0.752 -1.532 -3.549
O 1.900 6.798 1.503
O -2.993 -1.596 -5.536
O 1.710 1.381 -0.199
O 2.288 -0.873 -1.044
N 0.920 0.785 -2.441
N -3.658 -1.519 0.534
C 3.867 5.014 1.751
C 3.929 -3.612 1.237
C -4.645 -0.930 -0.239
C -1.509 -3.431 -7.828
C -0.265 2.463 6.348
C -1.048 3.156 3.478
C -3.448 0.887 -2.058
C -1.429 -0.350 -2.955
C 5.271 5.624 1.828
C 0.699 3.171 5.384
C 2.811 -3.340 0.227
C -2.999 -3.337 -7.504
C -2.609 -2.250 -0.200
C 4.032 7.396 2.966
C -2.259 0.472 1.148
C 0.408 2.893 3.908
C -3.136 -0.689 1.628
C -0.879 -4.259 -6.700
C 3.508 -3.411 2.696
C -1.893 1.894 3.280
C -0.978 -4.177 -0.060
C -1.409 -3.707 -5.373
C -1.280 0.964 2.213
C 5.302 6.556 3.048
C 0.439 -3.819 -0.527
C 1.486 -4.019 0.569
C -1.660 -3.031 0.708
C -2.320 0.875 -3.098
H -2.928 1.304 0.899
H 1.047 3.548 3.314
H -1.531 3.822 4.203
H -1.177 3.038 6.519
H -2.017 1.366 4.232
H 0.209 -4.213 -6.726
H -1.725 1.779 -2.935
H -1.576 -4.453 -0.934
H -0.462 1.490 1.712
H -4.187 1.655 -2.288
H 0.660 4.251 5.551
H -1.170 -5.307 -6.812
H -2.732 0.920 -4.109
H -2.900 2.201 2.975
H 2.948 -4.269 3.077
H 2.901 -2.510 2.812
H -3.513 -2.522 -8.010
H -3.013 1.124 -1.086
H -3.106 -2.937 -0.886
H 5.295 5.966 3.967
H -1.533 -4.469 -4.608
H 4.090 8.140 2.172
H 4.390 -3.305 3.335
H 6.027 4.844 1.895
H 3.525 4.831 0.736
H 3.779 4.100 2.335
H 1.658 -5.094 0.720
H -1.072 -2.431 -7.837
H -1.337 -0.618 -1.902
H -1.344 -3.882 -8.806
H 5.473 6.200 0.923
H -1.827 -1.183 -3.526
H 0.213 2.302 7.318
H -2.196 -3.410 1.583
H 4.757 -2.928 1.027
H 1.096 -3.627 1.516
H -2.011 -1.582 -0.823
H -1.040 3.696 2.526
H 3.130 -3.690 -0.761
H -2.570 -1.333 2.304
H -0.932 -5.062 0.584
H -0.793 -2.891 -4.986
H 0.686 1.856 3.690
H 4.316 -4.630 1.112
H -3.520 -4.278 -7.675
H 2.661 -2.260 0.136
H 1.711 2.822 5.608
H -0.828 0.096 2.708
H 6.193 7.182 3.058
H -1.701 0.190 0.251
H -0.874 -2.349 1.055
H 0.233 -0.257 -0.490
H -0.538 1.474 5.969
H 0.707 -4.417 -1.402
H 0.463 -2.764 -0.827
H 3.741 7.866 3.902
H -3.984 -0.306 2.197
*
```